{
  "formula": "C2H4INO2",
  "method": "ωB97M-V with the def2-TZVPD basis set",
  "symbols": ["C", "C", "N", "O", "O", "I", "H", "H", "H", "H"],
  "xyz": [[0.34, 0.43, -1.77], [0.21, 0.05, 1.01], [-0.73, -0.91, 1.20], [-1.76, -0.68, 1.84], [-0.53, -1.96, 0.63], [0.00, 1.98, 1.66], [-0.58, 1.00, -2.17], [0.41, -0.65, -1.48], [1.34, 0.96, -1.96], [1.30, -0.23, 1.03]],
  "fmax_ha_per_bohr": 0.0820,
  "e_homo_ev": [-9.19, -9.39],
  "total_energy_ha": -581.27830,
  "orbital_gap_ev": [6.972, 8.802],
  "relative_energy_kj_mol": 665.8
}


{
  "formula": "C2H4INOS",
  "method": "ωB97M-V with the def2-TZVPD basis set",
  "symbols": ["C", "C", "N", "O", "S", "I", "H", "H", "H", "H"],
  "xyz": [[1.36, -1.01, -0.23], [-1.73, 0.45, 0.30], [1.15, 0.26, 0.03], [-0.61, 1.01, -0.31], [2.90, -1.50, -0.66], [2.46, 1.73, -0.28], [0.64, -1.83, -0.25], [-1.69, 0.24, 1.33], [-1.95, -0.59, -0.19], [-2.52, 1.24, 0.25]],
  "fmax_ha_per_bohr": 0.0739,
  "e_homo_ev": [-8.54, -8.54],
  "total_energy_ha": -904.28388,
  "orbital_gap_ev": [6.284, 6.283],
  "relative_energy_kj_mol": 495.3
}


{
  "formula": "C2H4INOS",
  "method": "ωB97M-V with the def2-TZVPD basis set",
  "symbols": ["C", "O", "N", "C", "S", "I", "H", "H", "H", "H"],
  "xyz": [[0.38, 0.75, 1.87], [-0.40, -0.17, 1.06], [-0.18, 0.10, -0.25], [-0.57, -0.76, -1.07], [-0.70, -0.43, -2.80], [1.37, -0.59, -4.10], [0.01, 0.41, 2.91], [-0.15, 1.65, 1.54], [1.38, 0.61, 1.51], [-1.13, -1.58, -0.68]],
  "fmax_ha_per_bohr": 0.0664,
  "e_homo_ev": -8.92,
  "total_energy_ha": -904.37597,
  "orbital_gap_ev": 7.673,
  "relative_energy_kj_mol": 253.5
}